(1)
# C25H59O7P2

A cluster of 5 separate species, C25H59O7P2 in total in a non-equilibrium geometry (ωB97M-V/def2-TZVPD, the Open Molecules 2025 dataset).

Properties
Net charge: +1
Multiplicity: 1
HOMO-LUMO gap in hartree: 0.2451
HOMO in eV: -10.69

Geometry as XYZ:
```
93
Properties=species:S:1:pos:R:3:forces:R:3:mulliken_charge:R:1
C 8.46927 4.23671 -0.13755 0.160 -0.135 -0.268 -0.5629
C 8.45113 4.20291 -1.50257 -0.237 -0.306 0.568 -0.2405
C 9.28448 5.15995 -2.25264 1.848 -0.771 0.314 0.5472
O 10.25298 5.69137 -1.77909 -0.248 0.047 -0.202 -0.5261
O 8.91585 5.46089 -3.53281 -0.334 -0.096 0.230 -0.3672
C 7.55202 5.75330 -3.79700 -0.087 0.303 -0.550 -0.5223
C 7.04723 7.03310 -3.13492 -0.704 -0.340 -0.194 -0.6391
C 6.44882 6.89283 -1.72855 0.810 0.387 -0.119 0.0065
C 5.43702 7.98911 -1.39209 -0.200 -0.609 0.199 -1.1508
C 4.01382 7.77782 -1.92440 0.348 -0.033 0.027 -0.7332
C 3.40376 6.40811 -1.53142 0.118 0.631 0.128 -0.7075
P 3.48070 5.20011 -2.85015 -0.063 -0.133 0.237 0.2224
P 2.39932 3.37059 -2.16120 -1.182 -0.797 1.322 0.4213
O 1.91367 3.60608 -0.79101 0.312 0.489 0.008 -0.5400
H 9.38477 4.11286 0.43403 0.312 1.776 -0.091 0.2835
H 7.56717 4.39233 0.45017 -0.296 -1.731 0.021 0.2105
H 7.85049 3.43904 -1.99307 -1.233 1.162 -0.301 0.4183
H 6.89834 4.89403 -3.60632 0.066 -0.067 0.263 0.1667
H 7.50405 5.91582 -4.87285 0.235 -0.101 -0.058 0.3358
H 6.24707 7.39835 -3.79167 0.043 0.076 -0.086 0.4348
H 7.83754 7.78058 -3.18149 0.024 0.059 0.123 0.3174
H 7.25956 6.97377 -1.00334 -0.004 -0.145 0.072 0.4433
H 6.05889 5.87824 -1.60415 -0.188 0.019 0.131 0.0763
H 5.36192 8.04053 -0.30433 0.014 0.198 0.033 0.4040
H 5.81257 8.94528 -1.75328 -0.006 0.092 0.082 0.3679
H 3.98647 7.93201 -3.00527 -0.140 0.054 -0.038 0.4229
H 3.37742 8.52865 -1.46122 -0.076 0.125 -0.212 0.3508
H 3.89352 6.01585 -0.63974 -0.041 -0.251 -0.024 0.4637
H 2.35146 6.54305 -1.27870 -0.109 -0.301 -0.073 0.5630
H 2.84048 5.72359 -3.97754 0.194 -0.024 -0.125 0.2061
H 4.79477 4.85271 -3.17582 0.001 0.186 -0.218 0.0339
H 3.29945 2.29362 -2.23311 0.098 0.154 -0.654 0.1322
H 1.34432 3.23615 -3.08018 0.444 -0.134 -0.454 0.1080
C 2.82687 -0.97961 -0.07333 -0.071 -0.083 -0.116 -1.2798
C 1.64714 -0.02319 -0.07845 0.071 -0.007 0.148 -0.3544
O 1.04439 0.14273 -1.35451 0.169 0.331 -0.199 -0.2198
C 0.50184 -1.03436 -1.94364 -0.116 -0.129 -0.065 -0.6917
C -0.59553 -1.67153 -1.11484 0.027 0.036 0.165 -0.6552
H 3.57321 -0.67771 -0.81148 0.023 0.020 0.027 0.2652
H 3.29358 -0.99321 0.91142 0.005 0.030 0.006 0.4340
H 2.52667 -2.00075 -0.30899 -0.005 -0.011 0.052 0.2824
H 1.98254 0.97313 0.21477 -0.071 0.043 -0.046 0.5057
H 0.89905 -0.32849 0.65939 0.005 -0.045 -0.016 0.2901
H 1.29526 -1.75647 -2.16226 0.016 0.000 0.065 0.3573
H 0.09406 -0.71827 -2.90440 0.039 0.095 0.012 0.3605
H -0.22066 -2.05012 -0.16334 -0.011 -0.089 -0.030 0.2793
H -1.03958 -2.51076 -1.64972 0.014 -0.002 -0.018 0.4813
H -1.37682 -0.94204 -0.89513 -0.032 -0.012 -0.052 -0.0058
C -4.36893 -3.31920 1.58010 -0.023 -0.133 0.054 -1.0909
C -3.70275 -3.72498 0.27594 -0.089 0.111 0.016 0.2156
O -2.77388 -4.78351 0.40758 0.185 0.039 -0.060 -0.4063
C -3.30284 -6.00865 0.89015 -0.081 -0.156 0.082 -0.2924
C -4.38113 -6.60261 0.00060 -0.070 0.145 -0.054 -1.0885
H -3.61821 -3.08128 2.33508 0.012 0.043 -0.018 0.2929
H -5.00113 -2.44390 1.42384 0.023 0.020 -0.013 0.3562
H -4.99946 -4.11371 1.98107 -0.040 0.019 -0.024 0.3039
H -3.12844 -2.88122 -0.11079 0.065 -0.048 -0.019 -0.1565
H -4.45496 -3.96625 -0.48403 -0.038 -0.009 0.040 0.2661
H -3.66870 -5.89129 1.91566 -0.063 -0.006 -0.021 0.2827
H -2.45767 -6.69569 0.93689 0.080 0.091 -0.026 0.3385
H -5.27178 -5.97340 -0.03254 -0.033 -0.042 0.047 0.2536
H -4.68334 -7.58072 0.37530 0.036 -0.009 0.020 0.3962
H -4.01618 -6.71459 -1.02148 0.027 -0.042 0.010 0.3266
C -3.80594 -8.58564 5.42249 -0.050 -0.099 -0.107 -1.0198
C -4.98095 -7.62289 5.41938 0.059 -0.016 0.118 -0.3332
O -5.59324 -7.46599 4.15219 0.010 0.164 -0.136 -0.4147
C -6.14655 -8.63797 3.58061 -0.056 -0.111 -0.031 -0.2195
C -7.24776 -9.26917 4.41508 0.067 0.023 0.127 -1.1856
H -3.06897 -8.29254 4.67326 0.017 0.037 0.025 0.2430
H -3.32790 -8.59144 6.40226 0.006 0.031 0.005 0.3901
H -4.11496 -9.60808 5.20079 -0.008 -0.009 0.056 0.2709
H -4.63324 -6.62774 5.69766 -0.042 0.038 -0.067 0.3457
H -5.72295 -7.91631 6.17014 0.011 -0.051 -0.007 0.3181
H -5.35710 -9.36699 3.36391 -0.015 -0.032 0.049 0.3241
H -6.55833 -8.32906 2.61912 0.046 0.102 0.009 0.2937
H -6.87222 -9.64621 5.36721 0.006 -0.054 -0.022 0.2785
H -7.69019 -10.10890 3.87873 -0.008 0.013 -0.023 0.3989
H -8.02818 -8.53891 4.63171 -0.020 -0.002 -0.043 0.3138
C -2.43701 1.97042 -0.19979 -0.057 0.060 -0.135 -0.7348
C -3.39159 1.34014 0.80113 0.086 -0.089 -0.003 -0.1005
O -4.54333 2.11356 1.06759 -0.004 0.075 0.110 -0.4615
C -5.38485 2.37526 -0.04084 -0.091 0.001 -0.095 -0.3121
C -5.95486 1.12657 -0.69237 0.127 -0.079 0.025 -0.9676
H -2.15444 2.97619 0.11539 0.016 -0.019 0.064 0.3640
H -1.53316 1.36545 -0.29121 0.023 0.020 0.026 0.0324
H -2.88257 2.05002 -1.19350 0.009 -0.062 -0.009 0.2704
H -2.88616 1.23085 1.76099 -0.064 0.033 0.043 0.3904
H -3.67395 0.32981 0.48015 0.023 0.009 -0.054 0.0224
H -4.86317 2.99298 -0.78157 0.013 -0.038 -0.024 0.2619
H -6.20007 2.98166 0.35303 0.038 0.010 0.074 0.3504
H -5.17698 0.51361 -1.15117 -0.011 0.022 -0.049 0.2267
H -6.66250 1.40173 -1.47465 -0.020 0.014 0.017 0.3978
H -6.46980 0.51195 0.04678 -0.039 0.025 0.001 0.2626
```
Positions in Å, forces in eV/Å.

=====

(2)
# C5H2N2O3

An isolated molecule of C5H2N2O3 in a non-equilibrium geometry (ωB97M-V/def2-TZVPD, the Open Molecules 2025 dataset).

Properties
Net charge: 0
Energy above the lowest of the compared OMol25 structures with the same formula, charge and spin in eV: 9.947
Multiplicity: 1
SMILES string: O=NC#CO/C=C\C#[N+][O-]
HOMO-LUMO gap (spin up / spin down) in hartree: 0.3057 / 0.3056
HOMO (spin up / spin down) in eV: -9.03 / -9.03

Geometry as XYZ:
```
12
Properties=species:S:1:pos:R:3:forces:R:3:mulliken_charge:R:1
C 1.49757 -0.87076 0.63413 -1.639 0.748 2.465 0.0779
C -1.66144 0.48705 -0.27910 0.081 -0.826 -1.245 -0.1055
C -1.48610 -0.04910 0.92057 -2.969 -1.040 1.859 -0.0948
C 0.70904 -0.44649 1.51704 1.541 -0.048 -2.791 0.4345
C -0.50169 1.17416 -0.80313 -1.209 -1.292 -0.683 -0.0902
N 2.71829 -1.37290 0.44595 0.525 0.424 1.565 -0.1039
N 0.19289 1.33417 -1.73587 -0.124 2.230 0.959 0.5062
O 2.96680 -2.00182 -0.51922 0.743 -1.274 -2.209 -0.3005
O 0.90303 1.96510 -2.45564 0.715 -0.714 -1.049 -0.5883
O -0.38764 0.14043 1.80209 -1.632 0.197 0.038 -0.3362
H -2.59111 0.21837 -0.98443 2.215 0.856 1.969 0.2894
H -2.35964 -0.57821 1.45762 1.754 0.738 -0.879 0.3114
```
Positions in Å, forces in eV/Å.

=====

(3)
# C4H9NO3

A cluster of 2 separate species, C4H9NO3 in total in a non-equilibrium geometry (ωB97M-V/def2-TZVPD, the Open Molecules 2025 dataset).

Properties
Net charge: 0
Energy above the lowest of the compared OMol25 structures with the same formula, charge and spin in eV: 1.974
Multiplicity: 1
SMILES string: C[C@@H](C=O)NC=O.O
HOMO-LUMO gap in hartree: 0.3930
HOMO in eV: -10.00

Geometry as XYZ:
```
17
Properties=species:S:1:pos:R:3:forces:R:3:mulliken_charge:R:1
C -0.48034 -1.90942 0.15549 -0.061 0.934 -0.075 -0.0184
N -0.54985 -0.53441 -0.03841 1.393 -0.256 -0.096 -0.0994
C 1.48378 0.09768 1.44372 -0.132 -2.314 0.670 -1.2857
C 0.09636 0.42000 0.88595 -0.416 1.101 -0.187 0.3808
C 0.33912 1.75193 0.14210 -1.131 0.751 -1.035 -0.2879
O -0.41999 2.68650 0.09688 0.033 -0.554 0.615 -0.4425
O -0.30968 -2.68315 -0.75157 -0.153 -0.297 -0.187 -0.5350
H -0.66934 -2.23902 1.18506 0.110 0.058 0.174 0.4082
H -0.31174 -0.29774 -0.99113 -0.287 -0.159 -0.262 0.1301
H 1.56851 0.31291 2.50508 0.024 0.335 -0.001 0.3195
H 2.33126 0.48553 0.90745 0.065 0.901 -0.338 0.3781
H 1.71973 -0.97954 1.36224 -0.477 0.162 0.194 0.3670
H -0.70184 0.65949 1.59527 0.683 -0.017 0.577 0.3289
H 1.26257 1.87274 -0.45289 0.313 -0.578 0.182 0.3587
H -1.26869 -0.41703 -2.87173 0.244 -0.135 -0.231 0.3333
H -2.51739 0.30664 -2.52737 0.034 0.341 0.130 0.3218
O -1.57248 0.46689 -2.64613 -0.242 -0.273 -0.130 -0.6576
```
Positions in Å, forces in eV/Å.

=====

Question: Number 3 is which compound?
Answer: C4H9NO3